# C29H35BBr4N9O6SV

C29H35BBr4N9O6SV as an isolated structure (the ωB97M-V functional and the def2-TZVPD basis, the OMol25 dataset).

```
86
Properties=species:S:1:pos:R:3:forces:R:3
V -0.944424 0.983344 0.321978 1.9904 0.9525 0.2652
C 1.771676 3.442944 -0.138422 -0.1435 -0.0875 -0.1251
C 1.560576 2.541444 1.026378 0.3996 0.2232 0.2678
C 2.474376 2.200144 2.027378 -0.3748 -0.1181 -0.0723
C 1.767076 1.426444 2.936478 0.0987 0.1115 -0.3188
C 2.243576 0.784844 4.187078 -0.1440 0.0682 0.1099
N 0.500576 1.332144 2.491678 0.6065 -0.3299 0.8983
N 0.382976 1.976944 1.312178 1.3743 1.6488 0.2127
B -0.774624 0.944344 3.271278 -0.2999 -0.0254 -0.2647
N -1.217424 -0.429356 2.747578 -0.1496 -0.5432 0.9540
N -1.153924 -0.638656 1.416578 0.1534 -0.9402 0.2236
C -1.544124 -1.894556 1.175778 -0.1411 -0.3903 0.2750
C -1.544024 -2.520256 -0.168022 0.0783 0.0569 -0.1906
C -1.899224 -2.490356 2.387478 0.1158 0.3506 -0.1404
C -1.684624 -1.529956 3.365778 0.1215 -0.0198 -0.4544
C -1.902624 -1.635556 4.829578 0.0544 0.1244 0.0675
N -1.862524 1.909344 2.792378 -0.1991 0.4305 0.9632
N -2.257024 1.783044 1.516478 -0.9978 0.3479 0.1035
C -3.367624 2.499644 1.340978 -0.1993 0.1734 0.2040
C -4.118724 2.484544 0.057978 0.1398 0.0138 -0.0413
C -3.675924 3.131944 2.545578 0.2406 -0.1342 -0.0032
C -2.697524 2.733344 3.448578 -0.1529 0.0604 -0.4262
C -2.523024 3.086444 4.877778 0.0842 -0.1441 0.0553
H 2.298376 4.340244 0.178178 0.0345 0.0223 0.0790
H 0.811776 3.721744 -0.565522 0.0985 0.0630 -0.0671
H 2.375776 2.966044 -0.909322 0.0483 -0.0140 -0.0353
H 3.505476 2.488944 2.092378 0.1384 0.0711 0.0131
H 3.329076 0.747844 4.185078 0.0429 0.0036 0.0365
H 1.855576 -0.226956 4.283178 -0.0126 -0.0709 0.0172
H 1.918276 1.352944 5.057778 0.0095 -0.0038 0.0891
H -0.617824 0.964444 4.437078 0.0675 -0.0288 0.3647
H -1.020724 -1.912556 -0.905822 -0.0838 -0.1137 0.0336
H -2.565724 -2.692756 -0.506922 0.0152 0.0701 -0.0613
H -1.048524 -3.487556 -0.115122 0.0559 -0.0763 0.0080
H -2.259124 -3.488756 2.527978 -0.0619 -0.2108 0.0529
H -2.265924 -2.632256 5.064378 -0.0022 0.0027 0.0574
H -2.637124 -0.906156 5.169478 -0.0335 0.0046 0.0222
H -0.979824 -1.457656 5.379178 0.0392 -0.0059 0.0576
H -3.665524 3.161344 -0.667022 -0.0231 -0.0186 -0.0427
H -5.144824 2.801144 0.220378 -0.0496 -0.0220 0.0073
H -4.115624 1.469744 -0.348622 -0.1039 0.1652 -0.0565
H -4.494524 3.797644 2.730078 -0.1755 0.0812 0.0704
H -3.200724 3.889644 5.150478 -0.0059 0.0228 0.0226
H -1.498424 3.396344 5.072978 0.0185 0.0748 0.0630
H -2.732824 2.221544 5.504678 -0.0316 -0.0111 0.1381
Br -3.185324 0.455044 -6.039222 -0.0505 -0.0437 0.0056
C -2.583024 1.203844 -4.424922 -0.0507 -0.2548 0.0549
C -2.172424 2.546344 -4.384722 0.0769 0.1222 0.0210
Br -2.255224 3.581344 -5.950222 0.0118 0.0372 0.1159
C -1.678224 3.106344 -3.215822 0.1092 0.2324 0.0921
Br -1.068724 4.888244 -3.136122 -0.0067 -0.1564 0.1579
C -1.570724 2.329044 -2.047722 -0.9542 -1.2045 -1.7062
O -1.076224 2.664444 -0.933322 0.6476 -0.0147 1.6503
C -2.025524 0.956244 -2.099422 0.0107 2.4845 -2.7084
O -1.830424 0.413044 -0.953922 -2.1414 -2.7442 -1.3355
C -2.514924 0.411844 -3.285122 -0.0660 -0.3111 0.0521
Br -3.026224 -1.398956 -3.319122 0.0197 0.0905 0.1799
C 2.433776 -5.785256 -3.486622 0.0323 -0.1705 0.1335
C 1.605076 -4.564856 -3.814122 0.3582 0.4074 0.5684
S 1.811676 -3.319956 -2.516222 0.1310 0.4459 -0.3113
O 0.895676 -2.224656 -2.738922 -0.0267 -0.1967 -0.5590
O 1.741576 -3.926256 -1.208822 0.1865 -0.5978 0.0035
C 3.523676 -2.682356 -2.711022 -0.7853 -0.3581 -0.0175
C 3.822276 -1.683256 -1.598922 0.3390 -0.3727 0.1052
N 2.759676 -0.708856 -1.460422 -0.1388 0.6323 0.0478
C 1.827976 -0.669856 -0.484222 0.1833 -0.0706 0.1766
N 0.899976 0.246744 -0.742622 -0.3398 -0.1076 0.3263
C 1.232576 0.817444 -1.916422 0.7869 -0.0789 -1.0493
C 2.382676 0.234944 -2.391822 -1.1044 0.4044 0.9200
N 3.055676 0.558144 -3.590422 -0.2752 0.2903 -0.1429
O 4.076176 -0.044356 -3.861122 0.4659 -0.1340 -0.1384
O 2.548176 1.426844 -4.263622 0.0382 0.1162 -0.1735
C 1.868776 -1.536856 0.710378 -0.0154 -0.2190 0.0904
H 2.196376 -6.598656 -4.168222 0.0300 -0.0033 -0.0518
H 2.213876 -6.106356 -2.469922 0.0525 -0.1265 -0.0205
H 3.498376 -5.570456 -3.561822 0.0473 -0.0894 -0.0334
H 0.538676 -4.775756 -3.833722 -0.1311 0.1190 0.0637
H 1.897476 -4.087356 -4.744722 -0.0717 0.1363 -0.1233
H 3.608876 -2.222456 -3.691622 -0.0582 -0.0699 -0.0441
H 4.192576 -3.532556 -2.630822 0.1080 -0.1102 -0.0221
H 4.760276 -1.161556 -1.819222 -0.2316 -0.2139 0.0771
H 3.914676 -2.213456 -0.650422 -0.0142 0.1367 -0.0529
H 0.678276 1.610344 -2.380122 -0.0193 0.0448 -0.0576
H 2.817476 -1.425156 1.233878 0.0487 -0.0133 0.0602
H 1.747676 -2.577456 0.396078 0.0439 0.1026 0.2135
H 1.056476 -1.270756 1.379878 0.1131 0.0240 -0.0009
```
Forces are in eV/Å.

Summary:
**Frontier orbital gap (spin up / spin down)**: 6.010 / 7.471 eV
**Total charge**: +1
**Multiplicity**: 2
**Energy relative to the best compared isomer or geometry (same formula, charge and spin)**: 0.975 eV
**E_HOMO (spin up / spin down)**: -10.30 / -10.39 eV

***

# C16H32I2LuNOP2Si

C16H32I2LuNOP2Si as an isolated structure (the ωB97M-V functional and the def2-TZVPD basis, the OMol25 dataset).

```
56
Properties=species:S:1:pos:R:3:forces:R:3
I 6.894760 4.379467 -0.894932 -0.0966 -0.1421 -0.4634
I 6.447522 3.654227 -3.450807 0.0603 0.1200 0.4782
Lu 0.782791 0.498683 -0.318893 -2.4127 -1.1046 0.6701
P 2.818112 -1.142634 -0.107344 1.2607 -1.6181 0.2441
C 4.646104 -1.131761 -0.346156 0.5114 0.4304 -0.1721
C 2.574513 -1.718680 1.619813 0.0099 -0.0084 0.1887
H 3.009504 -2.711714 1.765702 -0.0268 0.0720 -0.1010
H 2.661373 -3.404251 -1.032656 -0.0364 0.0981 0.0457
H 1.508821 -1.767047 1.888210 0.3684 0.1090 -0.1632
H 1.120964 -2.543483 -1.236069 0.3768 0.1313 0.0092
H 5.126996 -0.400470 0.341636 -0.3968 -0.4038 -0.4303
H 3.084316 -1.033467 2.315071 -0.1191 -0.0920 -0.3015
C 2.215555 -2.434071 -1.270834 -0.0191 -0.0686 -0.1551
H 5.128771 -2.118484 -0.159640 -0.6892 0.5115 -0.0371
H 2.513879 -2.183816 -2.301447 -0.0346 0.0751 0.3433
H 4.903717 -0.837566 -1.388485 -0.2602 -0.1264 0.6517
P 0.084227 3.055371 -0.806586 -1.2037 1.4556 -0.1846
C 0.923907 4.617163 -1.313555 0.5669 0.1423 -0.1250
C -1.217584 2.790681 -2.067547 0.0994 -0.0464 -0.2566
H -1.470979 2.652975 1.037671 0.1800 0.3262 -0.1526
H -1.515176 4.355292 0.495869 0.0957 -0.1069 -0.0482
H -0.156407 3.788320 1.487552 -0.1767 -0.0618 -0.0910
C -0.860039 3.500835 0.695394 0.1420 0.0829 0.1918
H -1.835049 1.914996 -1.821807 0.1887 0.3319 -0.0235
H -1.868378 3.668647 -2.127846 0.0915 -0.0725 0.0370
H 0.220751 5.469554 -1.436390 0.1433 -0.7585 0.1708
H 1.448065 4.483240 -2.283978 -0.2625 -0.0057 0.5967
H -0.750910 2.639499 -3.049466 -0.1218 0.0367 0.1431
H 1.672451 4.919510 -0.550252 -0.3967 -0.2674 -0.4408
C 2.767310 1.727168 -0.832404 4.4145 2.6930 -1.3528
O 3.723567 2.304853 -1.125033 -3.3898 -2.0524 1.0666
C 0.139374 -3.898590 0.898126 -0.0957 0.1940 -0.1143
Si -1.207950 -2.585579 0.728425 0.4939 0.6216 -0.0437
C -2.251304 -3.124652 -0.715691 -0.3466 -0.1643 0.2925
C -1.934553 -2.467644 2.436885 -0.4413 -0.2769 -0.1583
N -0.748822 -0.862405 0.330102 1.7005 0.6653 -0.5796
C -1.936789 -0.043349 0.396809 -0.4173 0.1194 -0.3487
C -2.816059 0.020678 -0.729103 0.1788 -0.0298 1.4562
C -4.137650 0.429821 -0.525905 -0.0319 0.2210 -0.7753
C -4.560427 0.863229 0.727064 -0.0260 -0.0137 0.8226
C -3.663701 0.918429 1.817583 0.2339 0.2179 -0.6578
C -2.327443 0.528786 1.633964 -0.6454 -0.3912 -0.5789
H -0.499294 -4.756315 1.173490 0.3203 0.1076 -0.0538
H 0.647789 -4.168507 -0.039976 -0.1121 -0.0138 0.5272
H 0.846895 -3.741851 1.727415 -0.2626 -0.2237 -0.4272
H -2.502053 -4.186744 -0.550467 -0.0296 0.3482 -0.3445
H -3.180207 -2.539137 -0.761861 0.1928 -0.3511 -0.0926
H -1.710645 -3.004613 -1.672092 -0.1981 -0.1645 0.3994
H -1.228437 -1.971422 3.127512 -0.3001 -0.2998 -0.2435
H -2.880963 -1.910185 2.427910 0.2352 -0.2389 0.2096
H -2.129888 -3.500448 2.770252 0.0094 0.4306 0.1770
H -2.449658 -0.339157 -1.687798 -0.2560 -0.1570 0.1259
H -4.855397 0.393079 -1.369921 0.5494 0.1075 0.6504
H -5.609816 1.148053 0.889289 0.5717 -0.1737 -0.1410
H -4.010772 1.250375 2.800062 0.1431 -0.0254 -0.4027
H -1.595687 0.555113 2.443135 -0.3331 -0.1897 -0.0370
```
Forces are in eV/Å.

Summary:
**Frontier orbital gap**: 5.642 eV
**Total charge**: +2
**E_HOMO**: -13.41 eV